[1]
# C25H25LiN6S

C25H25LiN6S as an isolated structure (wB97M-V/def2-TZVPD, the Open Molecules 2025 dataset).

The calculation puts the HOMO energy at -7.34 eV. The total energy is -46314.5865 eV. As for the LUMO energy: 0.43 eV.

```
58
C25H25LiN6S (wB97M-V/def2-TZVPD)
Li 0.582 0.092 0.917
C 0.830 -1.169 -1.795
C 1.706 0.038 -2.130
C 1.140 1.395 -1.798
C 0.912 2.322 -2.813
C 0.480 3.596 -2.492
C 0.284 3.915 -1.159
C 0.498 2.924 -0.217
N 0.907 1.694 -0.518
N 0.812 -1.576 -0.384
C -0.215 -2.622 -0.172
C -1.653 -2.169 -0.156
C -2.372 -2.293 1.030
C -3.709 -1.939 1.040
C -4.282 -1.465 -0.130
C -3.488 -1.385 -1.262
N -2.207 -1.739 -1.291
C 2.095 -2.178 0.011
C 3.172 -1.209 0.417
C 4.515 -1.542 0.264
C 5.477 -0.665 0.727
C 5.072 0.521 1.321
C 3.714 0.770 1.418
N 2.782 -0.071 0.980
H 1.175 -2.022 -2.402
H -0.197 -0.968 -2.094
H 1.883 0.010 -3.208
H 2.689 -0.047 -1.665
H 1.088 2.039 -3.843
H 0.307 4.329 -3.269
H -0.041 4.899 -0.851
H 0.313 3.117 0.833
H -0.015 -3.072 0.799
H -0.099 -3.415 -0.929
H -1.878 -2.658 1.922
H -4.292 -2.022 1.949
H -5.321 -1.167 -0.173
H -3.907 -1.029 -2.197
H 2.473 -2.837 -0.786
H 1.912 -2.807 0.887
H 4.789 -2.477 -0.207
H 6.529 -0.900 0.626
H 5.787 1.238 1.699
H 3.351 1.687 1.867
S 0.479 -3.296 3.539
C 0.333 -1.721 3.082
N 0.215 -0.623 2.699
C -4.205 2.217 1.007
C -3.579 1.660 2.108
C -2.345 1.046 1.939
N -1.724 0.972 0.762
C -2.343 1.503 -0.291
C -3.575 2.133 -0.224
H -5.167 2.705 1.104
H -4.029 1.697 3.091
H -1.815 0.600 2.771
H -1.821 1.421 -1.239
H -4.022 2.544 -1.118
```



[2]
# C25H25MgNSi

C25H25MgNSi as an isolated structure at a distorted geometry (wB97M-V/def2-TZVPD, the Open Molecules 2025 dataset).

The calculation puts the HOMO energy (alpha / beta) at 2.58 / 2.58 eV. The relative energy (zero: lowest compared OMol25 entry of this formula, charge and spin) is 43.4 kcal/mol. The total energy is -41138.0876 eV. As for the LUMO energy (alpha / beta): 4.78 / 4.78 eV. As for the charge: -2.

```
53
C25H25MgNSi (wB97M-V/def2-TZVPD)
C 3.374 -1.821 2.504
C 2.801 -2.935 1.829
C 1.380 -2.820 1.896
C 1.070 -1.648 2.659
C 2.307 -1.028 3.035
Mg 2.116 -1.156 0.712
N 2.034 0.592 0.183
C 3.070 -0.095 -0.804
C 2.888 -1.567 -1.225
H 0.638 -3.529 1.515
H 3.349 -3.736 1.319
H 0.085 -1.353 2.993
H 2.397 -0.153 3.669
H 4.439 -1.624 2.650
H 3.873 -2.141 -1.384
H 2.865 0.469 -1.757
H 2.215 1.601 0.154
H 2.354 -1.670 -2.184
H 4.113 0.014 -0.284
C -3.755 0.023 3.009
C -3.189 -1.129 2.450
C -2.144 -1.023 1.521
C -1.626 0.237 1.151
C -2.244 1.383 1.680
C -3.286 1.278 2.614
Si -0.239 0.390 -0.144
C -0.925 -0.661 -1.563
C -0.350 -1.890 -1.930
C -0.899 -2.659 -2.961
C -2.070 -2.243 -3.608
C -2.682 -1.046 -3.224
C -2.120 -0.263 -2.202
C -0.206 2.165 -0.634
C -0.311 2.572 -1.979
C 0.058 3.879 -2.321
C 0.529 4.769 -1.357
C 0.599 4.373 -0.010
C 0.185 3.091 0.354
H -4.560 -0.059 3.744
H -3.561 -2.115 2.737
H -1.735 -1.934 1.075
H -1.917 2.371 1.355
H -3.731 2.185 3.029
H 0.547 -2.250 -1.409
H -0.414 -3.589 -3.256
H -2.504 -2.853 -4.403
H -3.598 -0.716 -3.718
H -2.629 0.657 -1.900
H -0.634 1.859 -2.736
H -0.012 4.191 -3.369
H 0.850 5.775 -1.641
H 0.981 5.046 0.756
H 0.223 2.788 1.412
```



[3]
# C25H25N5O5

One molecule with the formula C25H25N5O5 at a distorted geometry (wB97M-V/def2-TZVPD, the Open Molecules 2025 dataset).

The calculation puts the HOMO energy at -8.71 eV. The relative energy (zero: lowest compared OMol25 entry of this formula, charge and spin) is 0.0 kcal/mol. The total energy is -44020.2983 eV. As for the LUMO energy: 0.42 eV. The SMILES is NC(=O)[C@H]1C[C@@]2(CC(c3cccc(NC(=O)[C@H]4CCC(=O)N4)c3)=NO2)CN1C(=O)c1ccccc1.

```
60
C25H25N5O5 (wB97M-V/def2-TZVPD)
N -5.249 -2.762 1.952
C -4.321 -1.800 1.946
O -3.366 -1.765 2.693
C -4.606 -0.695 0.900
C -3.582 0.429 0.971
C -2.490 0.005 -0.023
C -1.351 -0.818 0.596
C -0.183 0.107 0.365
C 1.175 -0.146 0.804
C 1.500 -1.295 1.526
C 2.806 -1.502 1.933
C 3.801 -0.588 1.637
C 3.483 0.562 0.918
N 4.432 1.538 0.582
C 5.761 1.568 0.863
O 6.379 0.714 1.455
C 6.447 2.828 0.317
C 5.823 4.152 0.804
C 7.031 5.068 1.001
C 8.187 4.106 1.264
O 9.253 4.370 1.760
N 7.805 2.901 0.787
C 2.175 0.777 0.506
N -0.511 1.159 -0.280
O -1.838 1.170 -0.572
C -3.290 -0.707 -1.125
N -4.483 -1.197 -0.467
C -5.445 -1.920 -1.066
O -6.437 -2.320 -0.469
C -5.213 -2.215 -2.513
C -5.494 -1.256 -3.477
C -5.318 -1.551 -4.817
C -4.858 -2.801 -5.199
C -4.584 -3.760 -4.239
C -4.765 -3.472 -2.898
H -5.146 -3.538 2.586
H -5.983 -2.766 1.248
H -5.633 -0.350 1.062
H -3.191 0.548 1.980
H -4.009 1.374 0.635
H -1.524 -1.019 1.653
H -1.198 -1.770 0.084
H 0.738 -2.016 1.773
H 3.056 -2.390 2.492
H 4.815 -0.757 1.958
H 4.051 2.322 0.071
H 6.432 2.767 -0.784
H 5.105 4.559 0.094
H 5.319 3.991 1.760
H 6.916 5.769 1.824
H 7.260 5.635 0.096
H 8.319 2.053 0.970
H 1.905 1.661 -0.051
H -2.732 -1.525 -1.589
H -3.539 0.024 -1.903
H -5.864 -0.286 -3.178
H -5.542 -0.805 -5.565
H -4.720 -3.029 -6.245
H -4.233 -4.738 -4.535
H -4.563 -4.221 -2.145
```



[4]
# C25H25N7O6ReS3

C25H25N7O6ReS3 as an isolated structure (wB97M-V/def2-TZVPD, the Open Molecules 2025 dataset).

The calculation puts the HOMO energy (alpha / beta) at -8.10 / -8.11 eV. As for the spin multiplicity: 4. The expectation value of S² is 3.7786. The relative energy (zero: lowest compared OMol25 entry of this formula, charge and spin) is 1.7 kcal/mol. The total energy is -83685.0285 eV. As for the LUMO energy (alpha / beta): -1.23 / -1.85 eV.

```
67
C25H25N7O6ReS3 (wB97M-V/def2-TZVPD)
Re 0.304 0.719 -0.556
O -0.735 -4.135 -1.547
C -2.050 -3.981 -1.793
C -2.872 -5.087 -1.569
C -4.227 -5.013 -1.817
C -4.799 -3.837 -2.297
C -3.989 -2.738 -2.503
C -2.617 -2.779 -2.248
C -1.844 -1.510 -2.410
O -2.421 -0.420 -2.471
N -0.505 -1.683 -2.495
N 0.254 -0.572 -2.305
C 1.273 -0.447 -3.080
C 2.273 0.562 -2.776
C 3.415 0.744 -3.544
C 4.348 1.680 -3.144
C 4.133 2.404 -1.980
C 2.977 2.178 -1.261
N 2.058 1.293 -1.665
H -0.287 -3.311 -1.843
H -2.414 -5.996 -1.203
H -4.847 -5.884 -1.642
H -5.858 -3.786 -2.510
H -4.398 -1.809 -2.879
H 1.388 -1.121 -3.920
H 3.559 0.142 -4.430
H 5.247 1.834 -3.726
H 4.850 3.128 -1.623
H 2.762 2.688 -0.333
C 3.247 -2.546 4.512
C 2.614 -1.290 3.989
C 1.236 -1.112 4.041
C 0.641 0.026 3.519
C 1.443 0.985 2.921
C 2.824 0.840 2.872
C 3.400 -0.293 3.410
S 0.747 2.477 2.336
O 1.657 3.553 2.627
O -0.592 2.598 2.888
N 0.670 2.309 0.711
C 0.256 3.591 0.088
C -0.853 3.344 -0.917
O -1.663 4.181 -1.230
O -0.809 2.128 -1.440
H 2.660 -2.981 5.320
H 4.256 -2.357 4.876
H 3.319 -3.286 3.711
H 0.617 -1.873 4.500
H -0.427 0.174 3.572
H 3.434 1.619 2.434
H 4.474 -0.417 3.371
H 1.090 4.026 -0.476
H -0.052 4.336 0.818
S 3.549 -2.473 0.651
C 2.348 -1.456 0.420
N 1.451 -0.718 0.192
C -3.725 3.197 1.061
N -2.800 2.084 1.191
C -2.806 1.026 0.413
N -3.743 0.850 -0.502
S -1.592 -0.230 0.615
H -3.296 4.051 1.578
H -4.698 2.959 1.496
H -3.832 3.478 0.014
H -2.140 2.093 1.970
H -4.398 1.593 -0.691
H -3.486 0.254 -1.294
```



[5]
# C25H25N8O8S2V

C25H25N8O8S2V as an isolated structure at a distorted geometry (wB97M-V/def2-TZVPD, the Open Molecules 2025 dataset).

The calculation puts the HOMO energy (alpha / beta) at -11.34 / -11.43 eV. As for the spin multiplicity: 2. The expectation value of S² is 0.7634. The relative energy (zero: lowest compared OMol25 entry of this formula, charge and spin) is 2.4 kcal/mol. The total energy is -101981.4353 eV. As for the LUMO energy (alpha / beta): -3.60 / -3.06 eV. As for the charge: +1.

```
69
C25H25N8O8S2V (wB97M-V/def2-TZVPD)
V 0.074 -0.654 1.524
O -3.755 -0.340 1.598
C -2.799 -0.941 1.188
O -1.628 -0.962 1.879
C -2.703 -1.700 -0.074
C -3.857 -2.266 -0.601
C -3.770 -2.983 -1.780
C -2.560 -3.187 -2.421
C -1.424 -2.633 -1.869
C -1.449 -1.822 -0.721
O -0.414 -1.135 -0.351
N -0.141 -2.960 -2.519
O -0.150 -3.095 -3.720
O 0.834 -3.041 -1.811
N -4.988 -3.571 -2.358
O -6.020 -3.397 -1.751
O -4.873 -4.174 -3.399
H -4.807 -2.141 -0.099
H -2.498 -3.777 -3.325
N -1.625 2.157 4.671
C -1.066 1.575 5.736
N -1.429 1.961 6.960
N -0.145 0.601 5.667
C 0.198 0.258 4.477
N 0.506 -0.050 3.398
H -2.317 2.880 4.770
H -1.366 1.896 3.725
H -2.123 2.668 7.123
H -1.009 1.490 7.743
O 1.634 0.109 0.784
S 1.804 0.775 -0.630
C 3.108 1.918 -0.300
C 4.089 1.649 0.646
C 5.109 2.569 0.810
C 5.141 3.727 0.039
C 4.148 3.986 -0.888
C 3.109 3.078 -1.058
C 2.623 -0.477 -1.563
C 2.399 -0.462 -2.930
C 3.034 -1.410 -3.720
C 3.859 -2.354 -3.133
C 4.057 -2.363 -1.757
C 3.435 -1.424 -0.954
H 4.047 0.755 1.248
H 5.883 2.383 1.541
H 5.947 4.436 0.173
H 4.168 4.896 -1.471
H 2.316 3.277 -1.765
H 1.741 0.272 -3.376
H 2.868 -1.421 -4.787
H 4.336 -3.103 -3.746
H 4.688 -3.116 -1.306
H 3.564 -1.440 0.119
S -0.775 2.193 1.101
C -1.927 2.071 -0.152
N -3.247 1.972 0.005
C -3.923 1.729 -1.265
C -2.844 2.158 -2.277
N -1.634 2.076 -1.461
H -3.630 1.677 0.891
H -4.833 2.320 -1.343
H -4.176 0.670 -1.363
H -3.002 3.179 -2.634
H -2.786 1.486 -3.131
H -0.735 2.414 -1.762
C 0.837 -2.486 1.892
H 1.696 -2.382 2.552
H 1.118 -2.919 0.933
H 0.059 -3.075 2.376
```



[6]
# C25H25NO2

One molecule with the formula C25H25NO2 at a distorted geometry (wB97M-V/def2-TZVPD, the Open Molecules 2025 dataset).

The calculation puts the HOMO energy at -7.63 eV. The relative energy (zero: lowest compared OMol25 entry of this formula, charge and spin) is 7.6 kcal/mol. The total energy is -31914.4925 eV. As for the LUMO energy: 0.74 eV. The SMILES is COc1cccc(O[C@H](c2ccc(C)cc2)c2c(C)n(C)c3ccccc23)c1.

```
53
C25H25NO2 (wB97M-V/def2-TZVPD)
C -5.228 -4.321 0.175
O -4.356 -3.156 0.299
C -3.019 -3.323 0.389
C -2.427 -4.599 0.295
C -1.070 -4.768 0.457
C -0.258 -3.669 0.705
C -0.796 -2.364 0.655
O 0.171 -1.428 0.539
C 0.112 0.049 0.412
C -0.121 0.477 -1.042
C -0.321 1.848 -1.306
C -0.825 2.300 -2.541
C -1.115 1.373 -3.563
C -1.673 1.890 -4.868
C -0.806 0.013 -3.358
C -0.290 -0.405 -2.117
C 1.359 0.681 0.956
C 1.618 0.777 2.343
C 0.932 0.044 3.410
N 2.550 1.747 2.608
C 2.869 2.254 3.962
C 3.030 2.286 1.422
C 3.806 3.466 1.223
C 4.015 3.864 -0.097
C 3.490 3.127 -1.165
C 2.658 2.020 -0.930
C 2.330 1.598 0.363
C -2.171 -2.211 0.623
H -6.252 -3.935 0.123
H -4.977 -4.891 -0.710
H -5.102 -4.980 1.029
H -3.027 -5.491 0.093
H -0.628 -5.762 0.414
H 0.795 -3.768 0.846
H -0.805 0.255 1.049
H -0.083 2.623 -0.585
H -1.045 3.383 -2.733
H -2.013 1.082 -5.550
H -2.522 2.592 -4.707
H -0.917 2.478 -5.432
H -1.039 -0.725 -4.155
H -0.024 -1.456 -2.025
H 0.245 -0.682 2.928
H 1.633 -0.547 4.017
H 0.299 0.666 4.090
H 3.604 3.068 3.882
H 1.980 2.636 4.495
H 3.327 1.466 4.574
H 4.221 4.019 2.082
H 4.641 4.702 -0.294
H 3.703 3.421 -2.201
H 2.164 1.535 -1.771
H -2.642 -1.260 0.692
```



[7]
# C25H26BrN5O3Ti

C25H26BrN5O3Ti as an isolated structure (wB97M-V/def2-TZVPD, the Open Molecules 2025 dataset).

The calculation puts the HOMO energy (alpha / beta) at -10.68 / -10.97 eV. As for the spin multiplicity: 2. The expectation value of S² is 0.7537. The relative energy (zero: lowest compared OMol25 entry of this formula, charge and spin) is 0.0 kcal/mol. The total energy is -133097.8670 eV. As for the LUMO energy (alpha / beta): -3.64 / -3.59 eV. As for the charge: +1.

```
61
C25H26BrN5O3Ti (wB97M-V/def2-TZVPD)
Ti -1.083 -0.822 0.834
Br 4.069 3.853 3.533
C 2.679 2.622 3.180
C 2.371 1.633 4.123
C 1.371 0.725 3.870
C 0.647 0.759 2.667
O -0.274 -0.145 2.432
C 0.939 1.781 1.733
C 0.205 1.948 0.519
N -0.731 1.170 0.077
C -1.385 1.507 -1.135
C -1.495 2.763 -1.677
C -2.137 2.958 -2.914
C -2.683 1.910 -3.600
C -2.635 0.611 -3.047
C -3.204 -0.527 -3.662
C -3.145 -1.740 -3.038
C -2.529 -1.830 -1.779
N -1.978 -0.795 -1.182
C -2.000 0.421 -1.805
C 1.967 2.704 2.015
H 2.923 1.588 5.052
H 1.122 -0.041 4.594
H 0.489 2.814 -0.079
H -1.103 3.624 -1.152
H -2.197 3.958 -3.321
H -3.170 2.063 -4.554
H -3.688 -0.422 -4.626
H -3.571 -2.626 -3.485
H -2.488 -2.769 -1.240
H 2.191 3.483 1.297
N -3.054 -0.243 1.776
C -3.886 -1.409 2.180
C -3.090 -2.357 3.059
C -1.846 -2.934 2.391
O -1.058 -3.602 3.017
O -1.710 -2.636 1.106
H -2.802 0.296 2.602
H -3.606 0.378 1.191
H -4.200 -1.915 1.269
H -4.783 -1.076 2.706
H -3.717 -3.196 3.364
H -2.770 -1.871 3.983
N 0.891 -1.452 0.149
C 1.840 -1.918 0.630
N 2.935 -2.425 1.117
C 3.732 -1.563 2.031
C 3.762 -2.180 3.432
C 2.446 -2.904 3.710
C 2.298 -4.131 2.797
C 2.957 -3.871 1.439
H 3.250 -0.585 2.061
H 4.730 -1.440 1.612
H 3.951 -1.385 4.155
H 4.591 -2.886 3.520
H 1.611 -2.219 3.533
H 2.385 -3.204 4.755
H 1.241 -4.362 2.665
H 2.774 -5.002 3.252
H 2.466 -4.410 0.631
H 4.009 -4.154 1.431
```



[8]
# C25H26F6N3

An isolated ion of composition C25H26F6N3 and charge +1 at a distorted geometry (wB97M-V/def2-TZVPD, the Open Molecules 2025 dataset).

The calculation puts the HOMO energy at -10.71 eV. The relative energy (zero: lowest compared OMol25 entry of this formula, charge and spin) is 0.0 kcal/mol. The total energy is -47116.1084 eV. As for the LUMO energy: -2.46 eV. The SMILES is CN(CC(F)(F)F)c1ccc(C([NH2+]c2ccccc2)c2ccc(N(C)CC(F)(F)F)cc2)cc1. As for the charge: +1.

```
60
C25H26F6N3 (wB97M-V/def2-TZVPD)
C 5.266 2.880 1.299
N 5.259 1.673 0.511
C 6.516 1.307 -0.105
C 6.643 2.019 -1.421
F 7.796 1.778 -2.087
F 5.593 1.667 -2.242
F 6.535 3.383 -1.243
C 4.112 0.950 0.314
C 4.105 -0.470 0.321
C 2.888 -1.140 0.273
C 1.700 -0.449 -0.018
C 0.423 -1.275 -0.018
N 0.283 -1.819 1.307
C -0.767 -2.844 1.525
C -1.941 -2.464 2.151
C -2.954 -3.432 2.275
C -2.762 -4.716 1.761
C -1.564 -5.052 1.125
C -0.545 -4.087 0.986
C -0.893 -0.611 -0.379
C -1.872 -1.345 -1.062
C -3.056 -0.740 -1.460
C -3.275 0.635 -1.207
N -4.449 1.278 -1.617
C -4.860 1.239 -3.003
C -5.517 1.571 -0.658
C -5.329 2.888 0.038
F -6.441 3.297 0.713
F -4.304 2.814 0.954
F -4.995 3.872 -0.861
C -2.299 1.345 -0.473
C -1.194 0.687 0.047
C 1.759 0.927 -0.252
C 2.904 1.641 0.071
H 4.496 2.827 2.081
H 6.251 2.976 1.775
H 5.073 3.770 0.681
H 7.331 1.660 0.538
H 6.548 0.235 -0.298
H 5.049 -0.997 0.483
H 2.885 -2.222 0.446
H 0.564 -2.138 -0.674
H 1.146 -2.256 1.624
H 0.074 -1.065 1.966
H -2.071 -1.431 2.494
H -3.886 -3.168 2.774
H -3.552 -5.463 1.859
H -1.415 -6.056 0.727
H 0.385 -4.305 0.446
H -1.713 -2.412 -1.255
H -3.852 -1.326 -1.932
H -4.193 0.582 -3.573
H -5.893 0.880 -3.073
H -4.813 2.249 -3.443
H -6.458 1.628 -1.214
H -5.541 0.800 0.125
H -2.433 2.415 -0.326
H -0.542 1.217 0.746
H 0.905 1.463 -0.654
H 2.889 2.732 0.107
```